# 1
DFT (wB97M-V/def2-TZVPD) results for a cluster of 2 separate species, C3H8ClNO3P in total at a distorted geometry.

Structure (XYZ):
```
17
Properties=species:S:1:pos:R:3:forces:R:3
C 1.658 -0.828 -1.034 -1.56 -1.13 -0.50
C -2.709 0.120 -0.160 0.05 2.26 -1.63
C 1.124 -0.180 0.182 0.69 1.11 1.62
N 1.255 -0.971 1.399 1.29 0.25 -0.45
O 1.874 1.200 0.325 -1.75 -0.84 -0.38
O -0.156 1.846 -1.198 -0.80 -0.13 0.64
O -0.352 1.737 1.503 -0.76 -0.12 -0.92
P 0.177 1.332 0.161 3.16 0.54 0.54
Cl -4.155 -0.710 0.347 -0.67 -1.36 1.19
H 2.729 -0.695 -1.027 0.52 -0.57 0.06
H 1.292 -0.276 -1.905 -0.03 -0.25 0.04
H 1.252 -1.898 -1.042 0.98 1.20 -0.30
H -2.144 0.733 0.597 -0.84 -1.15 -0.33
H -2.077 -0.475 -0.837 -0.19 -0.02 0.71
H 1.305 -0.290 2.188 -0.09 -0.84 -0.84
H -3.262 0.826 -0.814 1.36 0.19 0.10
H 2.189 -1.469 1.314 -1.36 0.85 0.45
```
Forces are in eV/Å.

The calculation puts the energy at -1201.2397 Eh. The calculation puts the frontier orbital gap at 0.3093 Ha. Its LUMO energy is 3.355 eV. The total charge is -1. The spin multiplicity is 1. For the relative energy (zero: lowest compared OMol25 entry of this formula, charge and spin), the calculation gives 0.0 kcal per mole. The value obtained for the highest occupied orbital energy is -0.1860 hartree.

=====

# 2
DFT (wB97M-V/def2-TZVPD) results for a cluster of 2 separate species, C4H11NO in total at a distorted geometry.

Structure (XYZ):
```
17
Properties=species:S:1:pos:R:3:forces:R:3
N -0.257 1.666 -0.636 -0.58 -0.45 1.16
C 1.236 1.656 -0.480 -1.60 -0.17 -1.25
C 1.570 0.418 0.324 0.04 -0.13 0.61
C 0.327 -0.471 0.253 -0.41 -1.58 -0.23
C -0.782 0.255 -0.563 1.00 0.33 0.51
H -0.535 1.893 0.328 -0.15 0.89 -0.43
H 1.441 2.639 -0.049 0.57 -0.18 0.10
H 1.634 1.585 -1.495 0.30 0.14 0.10
H 1.737 0.694 1.373 0.20 -0.07 -0.10
H 2.442 -0.120 -0.056 0.09 0.18 0.05
H -0.027 -0.756 1.256 -0.17 0.52 -0.07
H 0.565 -1.474 -0.142 0.03 0.35 -0.30
H -1.712 0.247 0.034 0.10 0.17 -0.15
H -1.063 -0.174 -1.528 0.55 0.01 -0.01
H -2.474 -2.247 1.032 -0.07 -0.26 0.18
H -1.819 -2.727 -0.213 0.05 -0.28 -0.07
O -2.287 -3.085 0.560 0.05 0.53 -0.09
```
Forces are in eV/Å.

The calculation puts the energy at -288.9276 Eh. The calculation puts the frontier orbital gap (spin up / spin down) at 0.1153 / 0.3582 Ha. Its LUMO energy (spin up / spin down) is 4.198 / 4.030 eV. The total charge is -1. The spin multiplicity is 2. For the relative energy (zero: lowest compared OMol25 entry of this formula, charge and spin), the calculation gives 9.0 kcal per mole. The value obtained for the highest occupied orbital energy (spin up / spin down) is 0.0390 / -0.2101 hartree.

=====

# 3
DFT (wB97M-V/def2-TZVPD) results for the molecule C21H24N2O5.

Structure (XYZ):
```
52
Properties=species:S:1:pos:R:3:forces:R:3
C -4.222 -3.863 0.344 0.09 0.19 -0.14
C -3.483 -2.536 0.215 -0.01 -0.15 0.28
C -3.078 -1.992 1.583 0.28 0.33 -0.41
C -2.281 -0.685 1.521 -0.47 -0.14 0.41
O -0.979 -0.880 1.003 0.14 -0.14 -0.15
C -0.644 -0.502 -0.258 0.32 0.09 -0.37
C -1.542 -0.137 -1.256 -0.20 -0.08 0.25
C -1.091 0.217 -2.514 0.10 -0.05 -0.03
C 0.259 0.207 -2.807 0.01 0.03 -0.14
C 1.160 -0.150 -1.818 -0.17 -0.06 0.10
C 0.729 -0.498 -0.550 -0.26 -0.13 0.16
C 1.749 -0.837 0.525 -0.22 0.26 0.10
N 2.439 -2.079 0.217 -0.29 -0.02 0.20
C 3.698 -2.213 -0.237 0.12 -0.08 0.06
O 4.177 -3.254 -0.629 0.19 -0.30 -0.17
N 4.467 -1.054 -0.184 0.27 0.06 -0.12
C 4.028 0.157 0.281 -0.56 0.28 0.30
C 2.733 0.304 0.653 0.15 -0.45 0.01
C 2.187 1.586 1.075 0.26 0.21 0.05
O 2.762 2.653 1.056 -0.06 0.10 -0.04
O 0.909 1.451 1.497 0.13 -0.36 0.17
C 0.160 2.644 1.706 -0.17 0.40 -0.08
C -0.639 2.955 0.485 0.83 0.20 -0.31
C -0.252 3.380 -0.752 -0.09 -0.11 0.62
C -1.430 3.446 -1.534 -0.48 -0.11 0.25
C -2.441 3.051 -0.716 0.07 0.30 -0.77
O -1.974 2.746 0.507 -0.18 -0.17 0.46
H -3.498 2.957 -0.874 -0.15 -0.04 0.08
H -1.507 3.745 -2.558 -0.10 0.05 -0.23
H 0.746 3.618 -1.058 0.26 0.04 0.00
H 0.855 3.462 1.933 -0.24 -0.18 0.01
H -0.505 2.454 2.551 0.10 0.04 -0.07
C 5.045 1.246 0.332 0.08 0.08 -0.03
H 5.010 1.752 1.293 0.05 0.01 -0.02
H 4.817 1.999 -0.420 0.04 0.04 -0.02
H 6.044 0.854 0.158 0.07 -0.05 -0.02
H 5.434 -1.165 -0.455 -0.19 -0.07 0.04
H 1.861 -2.902 0.141 0.20 -0.02 -0.07
H 1.211 -0.971 1.471 0.19 0.05 -0.24
H 2.220 -0.154 -2.029 0.15 0.02 -0.02
H 0.610 0.478 -3.791 0.03 0.02 -0.11
H -1.808 0.500 -3.270 -0.07 0.03 -0.06
H -2.603 -0.128 -1.066 -0.09 -0.02 0.05
H -2.126 -0.319 2.543 -0.05 0.04 -0.16
H -2.823 0.085 0.967 0.08 0.00 0.02
H -3.971 -1.815 2.185 -0.02 -0.01 0.09
H -2.466 -2.736 2.097 -0.02 -0.02 0.11
H -4.131 -1.814 -0.288 0.06 0.07 -0.07
H -2.592 -2.678 -0.400 -0.01 0.09 -0.06
H -3.589 -4.608 0.819 0.03 -0.12 0.06
H -4.512 -4.233 -0.636 -0.07 -0.12 -0.05
H -5.120 -3.743 0.946 -0.11 -0.05 0.07
```
Forces are in eV/Å.

The structure (SMILES) is CCCCOc1ccccc1[C@H]1NC(=O)NC(C)=C1C(=O)OCc1ccco1. The calculation puts the energy at -1300.3667 Eh. The calculation puts the frontier orbital gap at 0.3341 Ha. Its LUMO energy is 0.709 eV. The total charge is 0. The spin multiplicity is 1. For the relative energy (zero: lowest compared OMol25 entry of this formula, charge and spin), the calculation gives 47.6 kcal per mole. The value obtained for the highest occupied orbital energy is -0.3080 hartree.